# 1
Entry from OMol25: a structure of composition C18H18F6N4O8S2Tc in a non-equilibrium geometry (wB97M-V/def2-TZVPD).

energy above the lowest of the compared OMol25 structures with the same formula, charge and spin	3.6	kcal/mol
charge	-2
gap between HOMO and LUMO (spin up / spin down)	7.34 / 7.77	eV
spin multiplicity	4
total energy	-81479.7819	eV
LUMO (spin up / spin down)	4.172 / 4.170	eV

Geometry (Å):
Tc: 1.1145 0.5471 0.0615
N: -1.4283 -1.9138 -1.8327
C: -0.1054 -1.7158 -2.4430
C: 1.0623 -2.1566 -1.5687
O: 1.5247 -3.2842 -1.7601
N: 1.5294 -1.3487 -0.5692
C: 2.5052 -2.0214 0.3095
C: 3.2322 -1.0420 1.2010
O: 4.2100 -1.3767 1.8411
O: 2.7201 0.1746 1.2175
H: -1.4233 -2.7821 -1.3089
H: -1.5848 -1.1973 -1.1379
H: -0.0021 -0.6798 -2.7451
H: -0.0417 -2.3385 -3.3294
H: 3.2323 -2.5780 -0.2716
H: 1.9959 -2.7459 0.9510
C: -6.7441 0.2862 1.5196
C: -5.2902 -0.1031 1.6504
C: -4.3075 0.6072 0.9667
C: -2.9649 0.2772 1.1024
C: -2.5969 -0.7855 1.9181
C: -3.5637 -1.5040 2.6101
C: -4.9009 -1.1595 2.4722
S: -0.8959 -1.3113 2.0511
O: -0.7081 -2.3461 1.0700
O: -0.7399 -1.6641 3.4424
N: -0.0181 -0.0313 1.6939
C: 0.0199 0.9801 2.7921
C: 0.3014 2.3514 2.2176
O: 0.0443 3.3507 2.8669
O: 0.8589 2.3405 1.0300
H: -7.0009 0.4934 0.4781
H: -6.9560 1.1920 2.0953
H: -7.4006 -0.5057 1.8859
H: -4.5840 1.4271 0.3079
H: -2.2020 0.8474 0.5857
H: -3.2570 -2.3210 3.2556
H: -5.6581 -1.7231 3.0105
H: 0.8198 0.7567 3.4982
H: -0.9096 1.0266 3.3513
C: 4.4674 0.4386 -1.2582
C: 3.4591 1.3627 -1.9463
O: 2.2584 1.5128 -1.3194
C: 3.2550 0.8421 -3.3993
F: 2.6294 -0.3415 -3.3782
F: 4.4267 0.6456 -4.0581
F: 2.5153 1.6792 -4.1506
C: 4.0854 2.7784 -2.0178
F: 3.2501 3.6877 -2.5424
F: 4.4075 3.1894 -0.7744
F: 5.2284 2.8042 -2.7556
H: 4.0907 -0.5825 -1.2946
H: 4.5642 0.7378 -0.2173
H: 5.4388 0.4804 -1.7485
S: -2.3339 2.1882 -2.7401
C: -1.2154 1.5240 -1.7922
N: -0.4142 1.0299 -1.0940



# 2
Entry from OMol25: a structure of composition C27H32N2O3PdSb2 in a non-equilibrium geometry (wB97M-V/def2-TZVPD).

energy above the lowest of the compared OMol25 structures with the same formula, charge and spin	9.2	kcal/mol
charge	-2
gap between HOMO and LUMO	5.02	eV
total energy	-54193.8419	eV
LUMO	4.706	eV

Geometry (Å):
Pd: -0.1821 -0.2442 -1.3392
C: -2.1888 0.0251 -4.0317
O: -1.8542 -1.1364 -4.7743
C: -0.9960 -2.0559 -4.1739
C: -1.2743 -3.3780 -4.4218
C: -0.4781 -4.3967 -3.8877
C: 0.5639 -4.0525 -3.0492
C: 0.8914 -2.7240 -2.7703
C: 1.9253 -2.4525 -1.7907
N: 2.1670 -1.2725 -1.3568
N: 3.2383 -1.0991 -0.5309
C: 3.2409 -0.1652 0.4022
O: 2.2759 0.5060 0.8541
C: 4.6093 0.0772 0.9587
C: 4.9217 1.3219 1.5023
C: 6.2150 1.6184 1.9053
C: 7.2185 0.6650 1.7959
C: 6.9072 -0.5950 1.2950
C: 5.6185 -0.8876 0.8818
C: 0.1673 -1.6355 -3.4176
O: 0.5888 -0.4269 -3.4725
H: -3.2085 0.3037 -4.3185
H: -1.5055 0.8476 -4.2459
H: -2.1560 -0.1794 -2.9551
H: -2.1197 -3.6143 -5.0603
H: -0.6988 -5.4354 -4.1070
H: 1.1687 -4.8336 -2.5941
H: 2.4557 -3.3173 -1.3640
H: 4.1286 2.0571 1.5692
H: 6.4561 2.6036 2.2900
H: 8.2361 0.8968 2.0908
H: 7.6866 -1.3456 1.2118
H: 5.3658 -1.8536 0.4689
C: -1.5282 4.2971 -1.0609
Sb: -0.5976 2.2798 -0.7669
C: -0.2590 2.7740 1.3173
C: -2.7699 1.5460 -0.5075
C: -3.2764 1.6682 0.8717
C: -3.7357 2.9091 1.3311
C: -4.0990 3.1238 2.6502
C: -4.0193 2.0795 3.5590
C: -3.6245 0.8273 3.1118
C: -3.2699 0.5853 1.7831
C: -2.9188 -0.8045 1.3736
Sb: -0.7821 -1.1181 0.8549
C: -0.9597 -3.2463 1.2535
C: -0.1331 -0.6926 2.8704
H: -1.8977 4.6721 -0.1048
H: -2.3524 4.2555 -1.7758
H: -0.7754 4.9928 -1.4400
H: -1.1678 2.6448 1.9056
H: 0.0615 3.8167 1.3597
H: 0.5311 2.1179 1.6743
H: -2.7525 0.5229 -0.8684
H: -3.3178 2.1796 -1.2076
H: -3.7975 3.7262 0.6214
H: -4.4219 4.1082 2.9710
H: -4.2804 2.2314 4.6003
H: -3.5853 0.0012 3.8146
H: -3.4699 -1.1181 0.4836
H: -3.1406 -1.5025 2.1841
H: -1.5658 -3.3991 2.1492
H: 0.0325 -3.6698 1.4161
H: -1.4232 -3.7503 0.4055
H: -0.4612 -1.5155 3.5089
H: -0.5781 0.2416 3.2124
H: 0.9509 -0.6053 2.8841



# 3
Entry from OMol25: the molecule C8H14FNSi in a non-equilibrium geometry (wB97M-V/def2-TZVPD).

SMILES string	[H]/N=C/C[Si@H](CC#C)C[C@@H](C)F
charge	0
gap between HOMO and LUMO	10.04	eV
total energy	-20603.3145	eV
LUMO	0.812	eV

Geometry (Å):
C: -2.1426 -1.3467 3.5290
C: -2.2263 -0.9209 2.2740
C: -2.0453 -0.0699 0.8939
Si: -0.3214 -0.5715 0.1615
C: -0.2930 -0.5791 -1.7744
C: -0.0217 -2.0549 -2.3988
N: 0.4818 -3.0844 -1.7296
C: 1.1172 0.4055 0.9691
C: 1.1021 1.9966 0.7072
C: 1.6023 2.4536 -0.7578
F: -0.1712 2.6447 0.9840
H: -1.7613 -1.7597 4.5437
H: -2.1728 1.0602 1.0529
H: -2.8728 -0.4567 0.1781
H: -0.1344 -1.9878 0.5598
H: 0.5915 0.0825 -2.0947
H: -1.3045 -0.2065 -2.1946
H: -0.2582 -2.2188 -3.5212
H: 0.5603 -3.9236 -2.3536
H: 2.1283 -0.1081 0.7147
H: 0.9950 0.2663 2.1241
H: 1.8643 2.4562 1.4637
H: 0.7593 2.5340 -1.5469
H: 2.0067 3.5430 -0.6336
H: 2.5168 1.8461 -1.1505



Number 3 is which compound? C8H14FNSi